[1]
Entry from OMol25: a structure of composition H22MgNO14 in a non-equilibrium geometry (wB97M-V/def2-TZVPD).

Each line ends with the natural charge from an NBO analysis.
Positions of all 38 atoms, in Å:
Mg (15.7044, 1.9354, 23.1147)  1.81
N (14.5698, 5.9479, 21.5776)  0.71
O (14.9185, 4.8637, 22.0962)  -0.65
O (13.8464, 5.9692, 20.5333)  -0.50
O (15.0864, 6.9500, 22.0471)  -0.45
O (16.4579, 7.1428, 26.8340)  -0.94
H (17.2278, 6.8970, 26.3212)  0.47
H (15.9861, 7.7620, 26.2771)  0.47
O (12.7129, 10.2157, 23.6798)  -0.93
H (13.0900, 9.6765, 22.9847)  0.47
H (13.1775, 9.9456, 24.4719)  0.46
O (11.0453, 8.6994, 18.7581)  -0.93
H (11.5786, 7.9334, 18.9705)  0.47
H (10.2729, 8.3404, 18.3214)  0.46
O (17.8636, 10.1403, 23.0141)  -0.95
H (17.1628, 9.5163, 22.8250)  0.47
H (17.4090, 10.9591, 23.2121)  0.47
O (18.3285, 1.9963, 22.0599)  -1.00
H (18.7232, 1.1916, 21.7242)  0.50
H (19.0731, 2.5642, 22.2583)  0.52
O (12.4007, 5.0710, 16.2188)  -0.93
H (12.4117, 5.1334, 17.1739)  0.47
H (12.3258, 4.1336, 16.0403)  0.46
O (18.6972, 6.4738, 23.8343)  -0.96
H (18.5485, 6.1302, 22.9533)  0.47
H (18.9010, 7.3993, 23.6996)  0.49
O (17.0885, 3.0535, 25.4714)  -1.01
H (17.5341, 3.8723, 25.2542)  0.51
H (17.2837, 2.9124, 26.3978)  0.51
O (13.2334, 1.9064, 24.5107)  -1.00
H (12.8642, 2.5278, 25.1381)  0.52
H (12.6773, 1.1308, 24.5855)  0.50
O (16.0115, 11.3504, 19.4414)  -0.93
H (16.4674, 12.1739, 19.6155)  0.47
H (15.7000, 11.0625, 20.2995)  0.46
O (14.6884, 0.9746, 20.6391)  -1.01
H (13.7441, 1.1299, 20.6193)  0.50
H (14.9113, 0.7356, 19.7394)  0.52

Atomic forces in eV per Å
Mg -0.212 1.568 -0.531
N -0.323 0.818 -2.947
O 0.311 -2.583 1.225
O 0.856 -0.228 2.118
O -0.388 0.757 0.211
O -0.082 -0.273 0.253
H 0.260 0.056 -0.214
H -0.126 0.171 -0.140
O -0.079 0.184 0.044
H 0.032 -0.193 -0.296
H 0.059 -0.036 0.222
O -0.006 0.184 0.071
H 0.256 -0.161 0.106
H -0.209 -0.023 -0.145
O 0.255 -0.200 0.070
H -0.263 -0.198 -0.158
H -0.044 0.265 0.087
O -1.290 -0.223 0.385
H 0.109 -0.359 -0.210
H 0.178 0.444 0.210
O 0.007 0.087 -0.131
H 0.053 0.130 0.282
H -0.046 -0.206 -0.133
O -0.037 -0.481 0.341
H -0.155 0.089 -0.276
H 0.088 0.411 0.003
O -0.473 -0.522 -1.061
H 0.122 0.541 -0.156
H -0.098 -0.247 0.370
O 1.108 -0.298 -0.725
H 0.054 0.555 0.200
H -0.195 -0.363 -0.042
O 0.019 -0.121 -0.167
H 0.125 0.229 -0.018
H -0.141 -0.111 0.158
O 0.280 0.188 1.347
H -0.421 0.182 -0.039
H 0.416 -0.033 -0.316

## Properties
**E_tot**: -35944.23901 eV
**Net charge**: +1
**HOMO energy**: -11.13 eV
**Gap between HOMO and LUMO**: 3.4695 eV

[2]
Entry from OMol25: a structure of composition C31H34N5OPS3V (wB97M-V/def2-TZVPD).

Each line ends with the Mulliken spin population.
Positions of all 76 atoms, in Å:
V (-0.1902, 1.0141, -0.8776)  1.38
C (-2.2943, 2.4548, 0.5743)  0.01
C (-2.3294, 3.2794, -0.6975)  0.02
N (-1.2477, 2.8349, -1.6209)  -0.02
C (-1.7233, 2.7705, -3.0265)  0.01
C (-2.6915, 1.6195, -3.2531)  0.00
S (-1.9625, 0.0553, -2.6937)  -0.01
C (-3.1059, -0.5640, -1.4357)  0.03
C (-3.3466, 0.4289, -0.3195)  -0.02
N (-2.0870, 1.0172, 0.2386)  -0.04
H (-3.2120, 2.5814, 1.1572)  0.00
H (-1.4616, 2.7760, 1.1973)  -0.01
H (-2.2167, 4.3389, -0.4625)  0.00
H (-3.2832, 3.1775, -1.2130)  0.00
H (-0.5055, 3.5301, -1.5910)  0.00
H (-0.8467, 2.6461, -3.6651)  0.00
H (-2.1994, 3.7157, -3.3049)  0.00
H (-2.9033, 1.5310, -4.3188)  0.00
H (-3.6480, 1.7709, -2.7588)  0.00
H (-2.6211, -1.4753, -1.0789)  0.00
H (-4.0498, -0.8612, -1.8934)  0.00
H (-3.9085, -0.0378, 0.4938)  0.00
H (-3.9639, 1.2507, -0.6811)  0.00
H (-1.9077, 0.5447, 1.1277)  0.01
S (1.0427, 0.7627, -4.3442)  -0.01
C (0.8106, -0.9498, -4.1876)  0.00
S (1.1421, -1.5486, -2.5817)  -0.02
C (0.4295, -1.7411, -5.2142)  0.00
C (0.2087, -3.1315, -4.9798)  0.00
N (-0.0109, -4.2246, -4.7105)  0.00
C (0.2150, -1.1480, -6.4943)  0.00
N (-0.0256, -0.5973, -7.4716)  0.00
C (0.5203, -2.6532, 3.4429)  0.00
C (-0.2242, -1.3567, 3.6148)  0.00
C (-0.9822, -1.2204, 4.7792)  0.00
C (-1.6248, -0.0440, 5.1207)  0.00
C (-1.4897, 1.0743, 4.3092)  0.00
C (-0.7627, 0.9572, 3.1404)  0.00
C (-0.1691, -0.2490, 2.7513)  -0.02
P (0.7109, -0.1592, 1.1633)  -0.07
C (0.8293, -1.8671, 0.5488)  -0.11
C (-0.4220, -2.4991, 0.5303)  0.07
C (-0.5732, -3.7926, 0.0696)  0.02
C (0.5498, -4.4832, -0.3694)  0.00
C (1.7874, -3.8659, -0.3496)  0.00
C (1.9623, -2.5468, 0.0797)  0.02
C (3.3395, -1.9533, -0.0117)  0.00
C (2.2164, 0.7459, 1.4576)  0.00
C (3.1759, 0.3909, 2.4076)  0.00
C (4.3047, 1.1711, 2.5519)  0.00
C (4.4614, 2.3101, 1.7619)  0.00
C (3.4782, 2.6923, 0.8669)  0.00
C (2.3241, 1.9233, 0.7199)  0.00
C (1.1735, 2.3906, -0.1273)  -0.06
H (-0.0621, -3.3881, 2.8870)  0.00
H (0.7249, -3.0708, 4.4266)  0.00
H (1.4730, -2.5372, 2.9307)  0.00
H (-1.0376, -2.0653, 5.4520)  0.00
H (-2.1942, 0.0095, 6.0372)  0.00
H (-1.9246, 2.0224, 4.5901)  0.00
H (-0.5967, 1.8470, 2.5384)  0.00
H (-1.2873, -1.9838, 0.9401)  0.01
H (-1.5442, -4.2673, 0.0722)  0.00
H (0.4600, -5.4974, -0.7298)  0.00
H (2.6543, -4.4099, -0.7003)  0.00
H (3.9678, -2.5817, -0.6385)  0.00
H (3.8148, -1.8858, 0.9661)  0.00
H (3.3340, -0.9492, -0.4356)  0.00
H (3.0417, -0.4917, 3.0222)  0.00
H (5.0639, 0.9010, 3.2710)  0.00
H (5.3493, 2.9176, 1.8706)  0.00
H (3.5930, 3.6044, 0.2967)  0.00
H (1.5414, 2.9036, -1.0249)  0.00
H (0.5941, 3.1325, 0.4385)  -0.02
O (1.4228, 1.0265, -2.7037)  0.00
N (0.9201, -0.0221, -1.8772)  -0.14

Atomic forces in eV per Å
V -0.497 0.392 -0.132
C -0.004 0.050 0.052
C 0.007 0.056 0.011
N 0.033 -0.056 0.074
C 0.089 0.039 -0.053
C 0.014 0.042 -0.112
S 0.056 -0.058 0.169
C -0.030 -0.027 0.045
C 0.020 0.044 0.031
N 0.053 -0.044 0.126
H 0.062 0.037 -0.043
H -0.107 0.030 -0.074
H -0.032 -0.046 0.021
H 0.016 0.008 0.053
H -0.047 -0.012 -0.018
H -0.085 0.011 0.031
H 0.003 -0.041 -0.004
H 0.034 -0.007 0.027
H -0.030 -0.013 0.041
H 0.010 0.012 0.016
H 0.013 0.043 -0.029
H 0.018 -0.027 -0.062
H -0.005 -0.068 -0.006
H -0.014 0.080 -0.088
S -0.088 0.021 -0.126
C -0.050 -0.052 -0.179
S -0.044 0.148 0.003
C 0.249 0.178 0.215
C -0.150 0.148 -0.118
N 0.052 -0.234 0.105
C -0.155 -0.231 0.126
N 0.055 0.204 -0.207
C 0.053 -0.063 0.024
C -0.018 0.031 0.071
C -0.009 0.055 0.004
C 0.014 0.025 -0.049
C 0.024 -0.071 -0.018
C -0.004 0.216 -0.013
C 0.034 -0.058 -0.057
P -0.081 -0.112 -0.167
C 0.007 0.036 0.049
C -0.076 -0.015 -0.081
C 0.052 0.058 -0.047
C -0.010 0.051 0.015
C -0.025 0.050 -0.003
C -0.040 -0.091 0.053
C 0.043 0.079 0.054
C 0.075 0.017 0.037
C 0.030 -0.059 -0.032
C -0.021 0.038 -0.050
C -0.005 -0.032 0.048
C -0.014 -0.052 0.020
C 0.025 0.006 -0.032
C -0.120 -0.076 0.025
H 0.016 -0.022 0.031
H 0.001 -0.028 0.010
H 0.001 0.030 -0.007
H -0.010 -0.035 0.038
H -0.024 0.014 0.040
H -0.021 0.036 0.031
H 0.038 -0.152 0.093
H 0.002 0.012 -0.033
H -0.040 -0.010 -0.005
H -0.005 -0.061 -0.006
H 0.036 -0.021 -0.016
H 0.033 0.004 -0.010
H 0.019 0.008 0.059
H -0.010 0.054 0.004
H 0.008 -0.018 -0.018
H 0.028 -0.005 0.033
H 0.023 0.006 -0.001
H 0.006 0.036 -0.030
H 0.000 0.001 0.008
H 0.006 0.028 0.030
O 0.109 -0.168 0.260
N 0.405 -0.369 -0.250

## Properties
**E_tot**: -109661.47909 eV
**<S²>**: 0.846
**Net charge**: +2
**HOMO energy (spin up / spin down)**: -14.40 / -14.32 eV
**Gap between HOMO and LUMO (spin up / spin down)**: 7.0038 / 7.6513 eV
**Spin multiplicity**: 2

[3]
Entry from OMol25: a structure of composition CH3Br2PS in a non-equilibrium geometry (wB97M-V/def2-TZVPD).

Each line ends with the natural charge from an NBO analysis.
Positions of all 8 atoms, in Å:
C (-2.5322, 0.0446, -0.7928)  -0.36
P (0.6678, -0.1187, 0.7137)  0.22
S (-0.0031, 1.4118, -0.2891)  -0.26
Br (-3.9719, 0.7956, 0.1478)  0.12
Br (-2.1471, -1.6565, -0.0429)  0.12
H (-2.5326, 0.1327, -1.8074)  0.18
H (1.6274, -0.7785, -0.0584)  -0.04
H (1.9528, 0.2589, 1.3507)  0.01

Atomic forces in eV per Å
C -0.100 -0.959 3.958
P 2.489 -0.961 1.453
S -0.913 0.915 -0.980
Br 0.170 0.497 -0.407
Br 0.175 0.404 -0.773
H 0.163 0.244 -2.592
H -0.498 -0.704 -1.128
H -1.486 0.565 0.467

## Properties
**E_tot**: -161291.15145 eV
**Net charge**: 0
**HOMO energy (spin up / spin down)**: -8.66 / -8.94 eV
**Gap between HOMO and LUMO (spin up / spin down)**: 6.5693 / 7.8391 eV

[4]
Entry from OMol25: a structure of composition C12H10Br2ClFeNOS3 in a non-equilibrium geometry (wB97M-V/def2-TZVPD).

Each line ends with the Mulliken spin population.
Positions of all 31 atoms, in Å:
Fe (0.0159, 1.3494, -1.6311)  4.08
S (2.1464, 1.7942, -0.7048)  0.27
C (1.6421, 1.7117, 0.9775)  0.03
C (2.5141, 1.3505, 1.9883)  -0.01
C (2.1052, 1.3478, 3.2976)  0.01
C (0.7793, 1.6598, 3.6728)  0.01
C (-0.1066, 2.0288, 2.6746)  0.00
C (0.3071, 2.0598, 1.3227)  0.00
S (-0.9911, 2.2445, 0.1900)  0.26
H (3.5554, 1.1084, 1.7184)  0.00
H (2.7884, 1.0469, 4.0861)  0.00
H (0.4904, 1.5475, 4.6979)  0.00
H (-1.1502, 2.2989, 2.8599)  0.00
Br (3.8392, -1.5494, -3.4201)  0.00
C (1.9473, -1.2095, -3.1828)  0.01
Br (0.9059, -2.7155, -3.7647)  0.00
H (1.7694, -0.3309, -3.7559)  0.00
H (1.7841, -1.1125, -2.1334)  0.00
O (0.2919, -0.5436, -0.9272)  0.05
N (-0.8474, -1.0700, -0.7048)  0.00
C (-1.0939, -1.6219, 0.5146)  0.01
C (-2.3370, -2.1060, 0.8367)  0.00
C (-3.3546, -2.0685, -0.1240)  0.01
C (-3.1133, -1.4130, -1.3055)  0.00
C (-1.8559, -0.8638, -1.5994)  0.01
S (-1.6105, 0.1580, -2.9678)  0.12
H (-0.2324, -1.5959, 1.1305)  0.00
H (-2.5702, -2.4326, 1.8112)  0.00
H (-4.3650, -2.3930, 0.0787)  0.00
H (-3.8609, -1.2849, -2.0578)  0.00
Cl (0.6069, 2.6048, -3.5782)  0.15

Atomic forces in eV per Å
Fe 1.206 0.916 -0.831
S -0.016 -0.023 0.045
C -1.179 0.459 -0.728
C 0.986 0.149 -0.060
C -0.640 -0.244 1.110
C 0.817 -0.056 -1.027
C 0.222 0.108 -0.302
C 0.369 -0.958 1.152
S -0.565 0.523 -0.740
H -0.620 0.049 0.194
H 0.085 0.023 -0.117
H -0.214 0.179 0.387
H 0.350 -0.225 0.186
Br 0.244 -0.066 -0.013
C 0.917 -0.774 -0.066
Br -0.184 0.045 -0.121
H -0.613 0.504 -0.339
H -0.090 0.227 0.303
O 1.923 0.788 -0.007
N -2.838 -0.762 0.565
C -0.552 -0.047 -0.772
C 0.074 0.194 -0.899
C 0.077 0.784 -0.209
C 0.520 -0.502 0.178
C -0.491 0.056 -0.364
S 0.148 -0.293 0.422
H 0.490 -0.011 0.684
H 0.148 -0.504 0.960
H 0.060 -0.238 0.193
H -0.412 0.069 -0.202
Cl -0.222 -0.370 0.420

## Properties
**E_tot**: -235647.43508 eV
**<S²>**: 8.768
**Net charge**: -1
**HOMO energy (spin up / spin down)**: -4.45 / -4.57 eV
**Gap between HOMO and LUMO (spin up / spin down)**: 7.0571 / 6.8322 eV
**Spin multiplicity**: 6

Energy above the lowest of the compared OMol25 structures with the same formula, charge and spin (computed, kJ/mol): 608.9; 247.2; 507.0; 0.0